1.
ORCA calculation (ωB97M-V/def2-TZVPD) on C6H6Br18CsFeHgO8P2 as an isolated structure in a non-equilibrium geometry.

Structure (ORCA input):
```
! wB97M-V def2-TZVPD RIJCOSX def2/J DEFGRID3
* xyz -1 5
Hg 13.34862 11.54080 7.66228
Fe 12.47346 9.71254 9.61874
Cs 13.05713 12.29646 13.70014
P 14.31410 11.44935 10.51062
O 12.78658 11.30053 10.77288
O 14.72090 10.00894 10.16490
O 14.47231 12.36766 9.25156
O 15.08554 12.01789 11.66835
P 11.57136 9.54497 7.13582
O 12.24364 10.71131 6.25890
O 12.80573 8.85586 7.75039
O 10.58938 8.72335 6.42802
O 10.96807 10.30646 8.41297
C 9.47636 5.67589 7.49043
Br 10.59160 4.59459 8.69919
Br 8.08405 6.52309 8.50794
Br 8.88040 4.64081 6.02762
H 10.13447 6.46208 7.10239
C 7.97139 10.59788 8.85740
Br 6.41180 9.74118 8.11708
Br 8.78730 9.67086 10.56828
Br 7.96477 12.58952 8.99839
H 8.81021 10.43555 8.18593
C 13.71059 5.59554 6.17134
Br 12.20381 4.96887 5.08235
Br 15.16477 6.49663 5.16749
Br 14.33080 4.33958 7.53604
H 13.31366 6.46242 6.69075
C 10.48462 7.35951 13.47666
Br 9.01259 7.92075 14.49484
Br 12.04052 8.56355 13.43266
Br 10.07255 6.38159 11.83029
H 10.87535 6.54914 14.10303
C 15.78840 7.32053 10.64138
Br 16.89348 6.77311 9.17597
Br 16.61926 7.29290 12.34881
Br 14.02245 6.73058 10.50581
H 15.64145 8.36195 10.40176
C 17.16767 11.06081 8.03839
Br 16.95538 12.88936 7.55084
Br 18.93631 10.64744 8.45495
Br 16.25301 9.82652 6.84725
H 16.56476 10.97180 8.95573
*
```

Computed properties:
* orbital gap (alpha / beta): 6.8 / 7.1 eV
* lowest unoccupied orbital energy (alpha / beta): 0.86 / 0.86 eV
* expectation value of S²: 6.018

***

2.
ORCA calculation (ωB97M-V/def2-TZVPD) on an isolated molecule of C6H6BrF2NO in a non-equilibrium geometry.

Structure (ORCA input):
```
! wB97M-V def2-TZVPD RIJCOSX def2/J DEFGRID3
* xyz 0 1
N 1.53496 -1.55425 0.24839
C 0.25778 -1.03575 0.59291
C -0.26771 0.00218 -0.39205
O 0.64797 0.96189 -0.96974
C -0.11611 1.77965 -1.70833
C -1.40106 1.38410 -1.71697
C -1.52454 0.25229 -0.88476
Br -3.06364 -0.65904 -0.39055
C 0.49010 -0.32184 1.96318
F 1.27291 0.78874 1.89875
F -0.62335 0.06040 2.52535
H 1.71359 -2.29867 -0.37432
H 2.31828 -0.92718 0.39027
H -0.33758 -1.90436 0.83485
H 0.16011 2.60389 -2.29089
H -2.01174 2.03348 -2.27685
H 0.95002 -1.16554 2.55077
*
```

Computed properties:
* orbital gap: 9.5 eV
* lowest unoccupied orbital energy: 0.79 eV

***

3.
ORCA calculation (ωB97M-V/def2-TZVPD) on an isolated molecule of C6H6BrF3N2O2 in a non-equilibrium geometry.

Structure (ORCA input):
```
! wB97M-V def2-TZVPD RIJCOSX def2/J DEFGRID3
* xyz 0 1
C -2.19416 -0.97801 -1.41990
C 0.17982 0.02707 -1.60518
C -0.33126 -1.17065 0.41765
C -2.73503 -0.15436 -0.38637
C 0.82834 0.85996 0.75372
C -3.86998 -0.52738 0.51389
N -0.94500 -0.40313 -2.09109
N 0.25317 -0.20247 -0.13752
O -2.66210 -1.99518 -1.80476
O 1.12905 0.47680 -2.21963
F -3.57587 -1.70735 1.12077
F -4.02103 0.43308 1.46492
F -5.05203 -0.66003 -0.05817
Br -2.33720 1.67826 -0.44744
H -0.68713 -0.96286 1.43297
H -0.53090 -2.00186 -0.29499
H 0.49117 1.87336 0.39374
H 0.45240 0.54448 1.67630
H 1.91449 0.98059 0.85015
H -1.11529 -0.09016 -3.09654
*
```

Computed properties:
* orbital gap (alpha / beta): 6.9 / 6.9 eV
* lowest unoccupied orbital energy (alpha / beta): -1.25 / -1.25 eV

***

4.
ORCA calculation (ωB97M-V/def2-TZVPD) on C6H6BrLaNS3Sb as an isolated structure.

Structure (ORCA input):
```
! wB97M-V def2-TZVPD RIJCOSX def2/J DEFGRID3
* xyz 1 2
La -0.38394 -0.15737 1.20221
C -0.36338 5.93876 -0.02286
C 0.43822 4.67037 0.03324
C 1.81871 4.64598 -0.14295
C 2.52043 3.44968 -0.11560
C 1.77855 2.30723 0.10024
Br 2.63432 0.61864 0.11614
N 0.47030 2.28330 0.29172
C -0.18687 3.45245 0.25383
H 0.28372 6.81110 -0.08106
H -0.99418 6.04335 0.85971
H -1.01558 5.94256 -0.89665
H 2.35373 5.57274 -0.31007
H 3.58906 3.40683 -0.25992
H -1.26159 3.40059 0.38899
S -2.36282 -2.10722 1.83970
Sb -2.21153 -2.20498 -0.63393
S -2.51558 0.18078 -0.51612
S 0.17563 -2.23018 -0.47291
*
```

Computed properties:
* orbital gap (alpha / beta): 8.1 / 5.9 eV
* lowest unoccupied orbital energy (alpha / beta): -3.91 / -5.95 eV
* expectation value of S²: 0.761

***

5.
ORCA calculation (ωB97M-V/def2-TZVPD) on an isolated molecule of C6H6BrNO in a non-equilibrium geometry.

Structure (ORCA input):
```
! wB97M-V def2-TZVPD RIJCOSX def2/J DEFGRID3
* xyz 0 1
C 0.21233 -0.29171 1.70972
C -1.09031 -0.23649 1.46230
C -1.69795 -0.45114 0.24456
C -1.12256 -0.60102 -1.01711
N 0.21520 -0.77367 -1.20432
C 1.22057 0.01115 -1.21565
Br 3.00038 -0.88528 -1.48982
C 1.31146 1.46356 -0.95969
O 0.28355 2.13093 -0.89874
H 0.83271 -0.56676 0.87279
H 0.73910 -0.13533 2.61952
H -1.65223 0.08760 2.23873
H -2.79922 -0.66286 0.21199
H -1.75720 -0.86973 -1.92510
H 2.30416 1.78073 -0.64919
*
```

Computed properties:
* orbital gap: 7.0 eV
* lowest unoccupied orbital energy: -1.30 eV

***

6.
ORCA calculation (ωB97M-V/def2-TZVPD) on a 2-piece molecular cluster, C6H6BrNO3 overall in a non-equilibrium geometry.

Structure (ORCA input):
```
! wB97M-V def2-TZVPD RIJCOSX def2/J DEFGRID3
* xyz 0 1
H 0.51163 2.00181 1.36284
N 0.43159 1.04682 0.91788
C 1.02937 1.07714 -0.20189
C 1.13446 -0.10359 -1.04922
C 1.00082 -1.45451 -0.68690
C 0.77442 -1.88122 0.61574
C 0.78692 -2.28848 1.77074
Br 1.09416 -2.87797 3.47532
H 1.67453 2.00287 -0.60306
H 1.47410 0.12199 -2.15124
H 1.49755 -2.27275 -1.33228
O -3.02045 -1.82115 2.30509
C -2.24040 -1.01178 1.85851
O -1.12347 -0.51991 2.42385
O -2.26388 -0.47991 0.53121
H -0.62286 0.21821 1.77650
H -3.10500 -0.67537 0.16553
*
```

Computed properties:
* orbital gap: 8.2 eV
* lowest unoccupied orbital energy: -0.81 eV

***

no.,total energy (eV)
1,-1341160.64829
2,-85332.74638
3,-91586.98405
4,-117751.75970
5,-79895.89608
6,-83990.87272